No. 1
66
Properties=species:S:1:pos:R:3 method="wB97M-V/def2-TZVPD" fmax_ev_per_a=1.55 charge=0 e_tot_ha=-1794.9965
K 23.007 -19.165 4.393
C 19.745 -22.185 3.365
C 21.173 -22.015 3.860
O 21.273 -21.318 5.017
H 19.719 -22.719 2.404
H 19.272 -21.216 3.156
H 19.139 -22.715 4.099
H 21.793 -21.556 3.033
H 21.583 -23.053 3.946
C 26.052 -15.509 9.716
O 26.349 -15.176 8.385
C 25.430 -15.747 7.472
C 25.911 -15.430 6.081
N 24.973 -15.996 5.101
C 25.333 -15.691 3.751
C 24.534 -16.482 2.742
O 24.843 -17.877 2.854
C 25.729 -18.374 1.874
H 26.189 -16.576 9.921
H 25.041 -15.184 9.994
H 26.740 -14.948 10.350
H 24.455 -15.256 7.593
H 25.357 -16.828 7.638
H 26.925 -15.812 5.883
H 25.988 -14.346 5.964
H 25.007 -16.994 5.299
H 26.407 -15.854 3.510
H 25.183 -14.628 3.519
H 24.685 -16.089 1.735
H 23.465 -16.423 2.972
H 26.341 -19.161 2.329
H 26.431 -17.607 1.545
H 25.175 -18.850 1.061
C 21.600 -18.638 1.161
O 21.420 -18.067 2.421
C 20.031 -18.073 2.834
C 19.849 -17.357 4.145
N 20.453 -18.146 5.217
C 20.346 -17.572 6.547
C 21.352 -16.491 6.845
O 21.136 -15.353 6.039
C 22.008 -14.275 6.314
H 21.037 -18.106 0.381
H 21.254 -19.681 1.152
H 22.662 -18.590 0.923
H 19.706 -19.117 2.842
H 19.547 -17.478 2.046
H 18.764 -17.213 4.280
H 20.312 -16.375 4.109
H 20.025 -19.072 5.248
H 20.593 -18.368 7.259
H 19.328 -17.255 6.817
H 22.375 -16.857 6.663
H 21.277 -16.259 7.920
H 22.924 -14.281 5.714
H 22.349 -14.319 7.359
H 21.442 -13.358 6.165
C 27.693 -19.011 5.551
C 26.510 -19.880 5.882
O 25.339 -19.044 5.960
H 27.468 -18.315 4.741
H 28.575 -19.606 5.323
H 27.960 -18.379 6.406
H 26.625 -20.422 6.821
H 26.363 -20.628 5.095
H 24.751 -19.383 6.640

---

No. 2
66
Properties=species:S:1:pos:R:3 method="wB97M-V/def2-TZVPD" fmax_ev_per_a=4.11 multiplicity=2 charge=+2 e_tot_ha=-1336.2570
Na -0.206 0.220 -0.002
C -3.244 2.451 3.307
O -2.129 1.537 3.698
C -2.435 0.210 3.208
C -1.166 -0.689 3.538
N -0.045 -0.310 2.642
C 1.232 -0.863 3.042
C 2.393 -0.247 2.149
O 2.325 -0.923 0.955
C 3.626 -1.394 0.507
H -3.229 2.593 2.227
H -2.992 3.443 3.683
H -4.231 2.186 3.687
H -2.603 0.299 2.135
H -3.306 -0.167 3.744
H -1.313 -1.749 3.326
H -0.926 -0.574 4.595
H 0.058 0.633 2.990
H 1.176 -1.951 3.093
H 1.360 -0.493 4.059
H 3.377 -0.314 2.613
H 2.224 0.821 2.014
H 4.320 -0.573 0.326
H 3.452 -1.944 -0.418
H 4.051 -2.062 1.256
C 2.634 -5.000 -2.619
O 1.932 -3.913 -1.988
C 1.452 -3.042 -2.999
C 1.074 -1.695 -2.347
N -0.157 -1.791 -1.527
C -1.360 -2.064 -2.417
C -2.616 -1.428 -1.798
O -2.603 -0.003 -1.640
C -3.848 0.453 -1.287
H 2.245 -5.969 -2.306
H 3.665 -4.930 -2.270
H 2.723 -4.973 -3.705
H 0.518 -3.412 -3.422
H 2.243 -2.872 -3.729
H 0.805 -0.947 -3.092
H 1.891 -1.403 -1.687
H 0.003 -2.722 -1.170
H -1.713 -3.072 -2.636
H -1.255 -1.623 -3.408
H -2.821 -1.864 -0.820
H -3.312 -1.537 -2.630
H -3.871 1.446 -0.840
H -4.422 -0.126 -0.564
H -4.460 0.596 -2.177
C -0.725 4.699 -0.320
C -0.352 3.216 -0.622
C 1.143 3.074 -0.774
O 1.356 1.823 -1.439
C 2.712 1.454 -1.275
N -1.015 2.520 0.508
H -0.348 5.434 -1.031
H -0.291 4.968 0.643
H -1.776 4.938 -0.164
H -0.914 2.964 -1.521
H 1.614 3.250 0.194
H 1.548 3.777 -1.501
H 3.412 2.182 -1.685
H 2.896 0.570 -1.885
H 3.025 1.228 -0.255
H -0.789 2.984 1.376
H -2.012 2.674 0.456

---

No. 3
68
Properties=species:S:1:pos:R:3 method="wB97M-V/def2-TZVPD" fmax_ev_per_a=5.09 multiplicity=2 e_above_lowest_ev=0.000 charge=+1 e_tot_ha=-1345.7549
C -7.029 -6.678 0.789
O -6.664 -5.532 0.088
C -6.652 -4.420 1.019
C -6.386 -3.029 0.426
N -4.899 -2.948 0.223
C -4.598 -1.670 -0.344
C -3.036 -1.351 -0.250
O -2.193 -2.381 -0.850
C -0.847 -2.002 -0.720
H -6.946 -7.497 0.073
H -8.068 -6.573 1.103
H -6.396 -6.827 1.664
H -5.968 -4.556 1.857
H -7.679 -4.252 1.342
H -6.576 -2.329 1.240
H -7.057 -2.782 -0.397
H -4.497 -3.617 -0.418
H -5.139 -0.844 0.117
H -4.858 -1.762 -1.398
H -2.784 -1.319 0.810
H -2.882 -0.305 -0.513
H -0.643 -0.980 -1.038
H -0.217 -2.641 -1.338
H -0.454 -1.964 0.296
C -1.033 2.795 -3.098
O 0.387 2.690 -3.010
C 0.992 4.014 -2.862
C 2.557 3.878 -2.924
N 3.013 2.602 -2.246
C 4.345 2.172 -2.646
C 4.763 0.805 -2.101
O 3.658 -0.069 -2.203
C 3.769 -1.177 -1.318
H -1.263 3.381 -3.988
H -1.336 3.431 -2.266
H -1.539 1.835 -3.204
H 0.671 4.463 -1.922
H 0.827 4.676 -3.712
H 3.162 4.707 -2.557
H 2.826 3.780 -3.976
H 2.317 1.907 -2.478
H 5.056 2.901 -2.256
H 4.463 2.104 -3.728
H 5.139 0.841 -1.078
H 5.587 0.394 -2.684
H 4.305 -0.913 -0.405
H 4.402 -1.988 -1.678
H 2.762 -1.502 -1.059
C 1.597 1.482 0.429
C 1.500 0.543 1.658
O 2.616 -0.297 1.733
O 2.636 2.454 0.521
H 0.628 1.966 0.305
H 1.783 0.894 -0.470
H 0.559 0.003 1.551
H 1.387 1.170 2.542
H 3.345 0.216 2.088
H 2.873 2.697 -0.377
C 3.272 1.434 5.140
C 3.574 2.493 4.064
O 4.220 1.936 2.890
O 2.729 2.085 6.264
H 4.095 0.790 5.449
H 2.548 0.711 4.765
H 4.308 3.241 4.362
H 2.702 3.120 3.875
H 3.864 2.252 2.057
H 2.399 1.340 6.771

---

No. 4
60
Properties=species:S:1:pos:R:3 method="wB97M-V/def2-TZVPD" fmax_ev_per_a=0.21 e_above_lowest_ev=0.425 charge=-1 e_tot_ha=-1051.3272
C 0.309 -2.523 2.659
C 1.090 -2.417 1.339
C 0.450 -1.476 0.301
C 1.253 -0.173 0.074
O 1.879 0.311 1.211
P 0.977 1.536 2.165
H -0.560 -1.863 2.653
H 0.911 -2.215 3.514
H -0.055 -3.536 2.854
H 2.084 -2.021 1.550
H 1.228 -3.413 0.907
H -0.564 -1.218 0.613
H 0.362 -1.989 -0.664
H 2.012 -0.352 -0.702
H 0.557 0.587 -0.327
H 0.968 2.387 0.952
H -0.307 0.946 1.716
H 0.994 0.638 3.318
H 2.276 2.085 2.556
H 0.270 2.565 2.922
C 3.098 4.264 -0.462
C 2.353 4.971 0.663
C 0.893 5.274 0.326
C 0.689 6.194 -0.880
C 1.404 7.542 -0.793
C 0.971 8.382 0.403
H 3.146 4.870 -1.372
H 4.122 4.026 -0.168
H 2.597 3.323 -0.699
H 2.869 5.900 0.934
H 2.373 4.327 1.546
H 0.409 5.706 1.207
H 0.384 4.325 0.149
H -0.385 6.372 -1.007
H 1.018 5.681 -1.789
H 1.222 8.103 -1.715
H 2.485 7.379 -0.747
H -0.107 8.562 0.381
H 1.472 9.352 0.416
H 1.198 7.878 1.343
C -3.132 -7.775 -0.971
C -3.435 -6.604 -1.898
C -2.182 -5.938 -2.467
C -1.232 -5.358 -1.418
C -1.867 -4.345 -0.467
C -2.442 -3.124 -1.171
H -2.570 -7.454 -0.093
H -4.049 -8.251 -0.618
H -2.536 -8.534 -1.484
H -4.032 -5.861 -1.362
H -4.058 -6.949 -2.728
H -2.487 -5.147 -3.158
H -1.634 -6.671 -3.070
H -0.397 -4.874 -1.936
H -0.789 -6.170 -0.833
H -1.107 -4.013 0.244
H -2.646 -4.830 0.131
H -1.670 -2.623 -1.758
H -2.812 -2.398 -0.446
H -3.269 -3.372 -1.840

---

No. 5
66
Properties=species:S:1:pos:R:3 method="wB97M-V/def2-TZVPD" fmax_ev_per_a=4.93 multiplicity=2 charge=+2 e_tot_ha=-1239.3737
Hg 2.809 1.804 -2.489
C 1.151 -0.557 -0.349
O 1.934 0.539 -0.761
H 1.617 -1.535 -0.230
H 0.614 -0.371 0.581
H 0.318 -0.633 -1.047
C -1.640 2.667 -0.353
C -2.394 2.539 -1.666
C -3.709 3.356 -1.747
O -1.620 2.958 -2.812
H -1.356 3.705 -0.180
H -0.753 2.035 -0.403
H -2.215 2.292 0.494
H -2.675 1.491 -1.770
H -4.066 3.347 -2.777
H -3.542 4.401 -1.489
H -4.383 2.948 -0.993
H -2.108 2.665 -3.586
C -0.028 0.897 -5.545
C 0.795 0.261 -4.469
C 0.862 -1.262 -4.656
O 2.096 0.924 -4.546
H 0.417 0.746 -6.529
H -0.236 1.965 -5.488
H -0.942 0.303 -5.548
H 0.236 0.515 -3.568
H 1.668 -1.632 -4.022
H 1.078 -1.651 -5.651
H -0.046 -1.750 -4.301
H 2.482 0.656 -5.384
C -2.558 -1.865 1.337
C -1.780 -1.519 2.593
C -1.954 -0.018 2.807
O -2.306 -2.237 3.740
H -3.633 -1.748 1.472
H -2.465 -2.935 1.147
H -2.223 -1.321 0.453
H -0.753 -1.734 2.296
H -2.913 0.347 3.175
H -1.746 0.444 1.842
H -1.152 0.302 3.472
H -3.258 -2.117 3.736
C 0.516 -4.655 1.772
C 1.896 -4.301 1.199
C 2.540 -3.083 1.895
O 2.827 -5.409 1.405
H 0.114 -5.576 1.351
H -0.180 -3.835 1.592
H 0.588 -4.767 2.854
H 1.816 -4.211 0.116
H 3.291 -2.679 1.216
H 3.036 -3.308 2.839
H 1.845 -2.259 2.060
H 3.074 -5.403 2.332
C 1.991 1.350 3.016
C 1.194 2.470 2.588
C 1.433 3.891 3.191
O 1.535 2.682 1.224
H 1.670 0.482 2.441
H 2.003 1.192 4.095
H 3.052 1.462 2.794
H 0.141 2.188 2.591
H 2.493 4.112 3.071
H 1.145 3.890 4.243
H 0.895 4.656 2.632
H 1.461 1.885 0.694

---

No. 6
93
Properties=species:S:1:pos:R:3 method="wB97M-V/def2-TZVPD" fmax_ev_per_a=4.15 e_above_lowest_ev=2.086 charge=-1 e_tot_ha=-5858.7651
C 1.034 -0.095 -1.639
C 1.130 -0.840 -3.062
O 0.197 -0.130 -3.920
C 2.620 -0.685 -3.531
P 3.207 -2.009 -4.780
O 1.573 -2.413 -5.261
Br 3.165 -0.303 -6.443
C 3.125 -3.421 -3.510
C 4.500 -4.089 -3.140
S 4.208 -5.814 -2.434
C 2.588 -5.654 -1.630
N 2.403 -5.262 -0.355
N 1.047 -5.255 -0.219
C 0.461 -5.643 -1.343
O 1.416 -5.924 -2.304
C 3.813 -3.202 -6.194
O 2.878 -4.274 -6.461
O 3.421 -5.470 -5.980
O 4.930 -1.721 -4.385
C 5.338 -0.461 -4.624
N 5.693 0.608 -4.386
H 0.865 1.006 -1.830
H 0.177 -0.509 -1.047
H 2.022 -0.153 -1.102
H 0.820 -1.895 -2.857
H -0.655 -0.549 -3.708
H 2.690 0.345 -3.982
H 3.342 -0.685 -2.666
H 1.296 -1.645 -5.794
H 2.688 -3.054 -2.535
H 2.361 -4.150 -3.901
H 5.191 -4.251 -3.997
H 4.948 -3.510 -2.296
H -0.604 -5.747 -1.620
H 3.846 -2.618 -7.154
H 4.855 -3.577 -6.027
H 2.690 -5.907 -5.501
C 0.806 4.182 -1.207
O 0.822 3.111 -1.781
N 0.142 5.270 -1.697
N 1.452 4.390 -0.023
H 0.117 6.162 -1.240
H -0.345 5.154 -2.568
H 1.952 3.611 0.368
H 1.452 5.264 0.467
C -1.600 -1.368 1.221
O -0.925 -1.343 0.202
N -1.408 -0.493 2.245
N -2.598 -2.270 1.418
H -1.948 -0.492 3.089
H -0.678 0.188 2.135
H -2.766 -2.934 0.684
H -3.160 -2.308 2.247
C -2.547 2.854 3.406
O -1.881 1.982 3.946
N -2.671 2.943 2.050
N -3.216 3.805 4.105
H -3.210 3.647 1.585
H -2.188 2.253 1.499
H -3.151 3.770 5.106
H -3.767 4.525 3.680
C -5.844 3.359 6.825
O -5.163 3.368 5.805
N -5.661 4.243 7.838
N -6.844 2.460 7.027
H -6.210 4.251 8.677
H -4.932 4.924 7.725
H -7.010 1.788 6.299
H -7.413 2.436 7.852
C 8.851 4.031 -4.594
O 9.007 5.215 -4.330
N 9.793 3.298 -5.258
N 7.735 3.341 -4.253
H 9.686 2.327 -5.484
H 10.635 3.773 -5.528
H 7.017 3.844 -3.763
H 7.590 2.367 -4.462
C -9.213 5.532 7.380
O -8.380 5.134 8.178
N -10.537 5.624 7.686
N -8.888 5.918 6.118
H -11.237 5.948 7.045
H -10.814 5.347 8.611
H -7.918 5.862 5.857
H -9.555 6.248 5.446
C -1.297 -6.237 2.873
O -1.807 -5.166 2.590
N -1.811 -7.060 3.838
N -0.181 -6.709 2.259
H -1.410 -7.944 4.088
H -2.637 -6.746 4.315
H 0.238 -6.134 1.536
H 0.245 -7.589 2.483